169
Properties=species:S:1:pos:R:3:forces:R:3 method="wB97M-V/def2-TZVPD" e_above_lowest_kj_mol=605.1 energy_ev=-116584.2681 charge=0 homo_energy_ev=-8.92 homo_lumo_gap_ev=8.44
Mg 7.47377 12.58926 -20.36165 -1.2003 -0.1132 -1.2186
O -0.26557 12.99444 -17.71970 2.2163 1.9935 -3.0142
C 0.44679 13.48265 -18.63271 -1.9709 -3.0777 2.9959
O 1.34135 12.79177 -19.30672 0.8309 -0.2228 -0.5382
B 2.10015 13.66640 -20.23067 -0.0401 1.0822 0.6505
O 1.35646 14.96885 -20.17845 -0.4906 -0.9584 0.6607
C 0.44117 14.87326 -19.17393 0.7539 0.6606 -1.1235
O -0.26246 15.73996 -18.78390 -0.5419 0.9583 0.1659
O 2.28084 13.07584 -21.57411 0.8588 0.5474 -0.2637
C 3.55595 13.09113 -21.96512 1.9406 -1.9835 0.2300
O 4.10354 12.56118 -22.92602 -1.7932 1.6013 1.9013
C 4.40965 13.57143 -20.67510 0.6515 0.8462 2.4495
O 3.50854 13.96343 -19.70506 1.4102 -1.5491 -2.8094
O 5.64357 13.54020 -20.45041 -3.8459 0.2693 -1.1552
N 8.65033 13.10758 -23.15707 -0.0813 -2.5815 0.2281
O 9.56843 12.30850 -23.18172 2.0383 -0.4692 -0.5229
O 8.27128 13.72301 -24.10493 -0.4395 1.4653 -0.5904
O 7.98635 13.05774 -22.07248 -1.2137 1.7961 0.2779
C -1.72741 11.76746 -14.88613 -0.3584 -0.5742 0.8603
N -1.03647 13.02905 -14.44388 -0.0755 0.0497 0.1907
O 0.14200 13.15864 -14.75513 -1.0691 0.1748 0.3989
O -1.68131 13.79122 -13.71811 0.9106 -0.7222 -1.1169
H -2.55952 11.89663 -15.57823 0.4811 0.7037 -0.2959
H -2.20671 11.40822 -13.97546 0.1322 -0.0395 0.0848
H -1.00085 11.02488 -15.21596 0.0086 0.4882 -0.1889
C 9.00180 18.37498 -16.69118 -0.7474 0.2172 -0.6220
O 7.59751 18.42443 -16.49489 -0.5387 -0.2974 -1.1077
C 6.91441 19.14510 -17.54334 -1.1559 0.7399 0.6798
C 5.42421 18.75582 -17.71194 0.1061 -1.0040 0.3903
O 5.24422 17.40937 -18.14987 0.0081 -0.2187 0.0277
C 3.85107 16.99179 -18.13522 1.4476 0.8380 -0.0390
H 9.18397 17.96286 -17.68368 0.3389 -0.2010 -0.1179
H 9.45446 17.73432 -15.93437 -0.1110 0.2441 0.0553
H 9.39782 19.39050 -16.69551 0.3771 0.0446 0.2911
H 7.35887 19.25871 -18.53210 0.7292 -1.1419 -0.0723
H 6.91948 20.18950 -17.23142 -0.3064 0.3402 0.2173
H 4.89714 19.36814 -18.44363 0.4172 0.6508 -0.1155
H 4.87865 18.87970 -16.77646 0.1466 0.1247 0.3878
H 3.78588 16.21300 -18.89506 -0.3454 0.0358 0.3496
H 3.23383 17.85832 -18.37239 -0.2730 -0.0645 -0.3185
H 3.57687 16.67654 -17.12848 -0.0301 -0.3290 -0.0198
C 7.86694 15.36160 -19.10461 0.0659 0.3359 0.8259
O 8.28815 13.97495 -19.30526 1.3500 1.8767 1.0740
C 9.64069 13.73811 -18.82333 0.0123 -1.0461 -1.1492
C 9.88808 12.21254 -18.80068 -1.0384 -0.8210 -0.4720
O 9.02214 11.51728 -19.82336 2.9181 0.0485 1.5148
C 9.45619 10.16504 -20.07244 -0.8204 -0.2469 0.2002
H 8.68463 16.07536 -19.20468 0.3829 -0.3885 -0.2546
H 7.51571 15.45821 -18.07728 -0.1386 -0.0581 0.0339
H 7.07353 15.73115 -19.75424 0.0244 -0.8868 -0.2457
H 9.86655 14.16544 -17.84636 -0.5400 0.0260 0.1387
H 10.37556 14.14346 -19.51886 -0.3198 0.4003 -0.2548
H 9.68059 11.77598 -17.82371 -0.4085 -0.0288 -0.0052
H 10.93360 11.96568 -18.98518 -0.0082 0.2364 -0.4016
H 10.48919 10.05539 -20.40260 -0.1366 0.4883 -0.2931
H 8.72803 9.73500 -20.76015 0.4450 0.3252 -0.4385
H 9.32878 9.53101 -19.19503 0.1877 0.2825 0.5465
C 0.92068 16.35714 -15.42772 -1.3043 -0.7521 2.4077
O 0.92454 17.68878 -14.95798 -0.0037 -0.1274 0.9123
C 0.53745 18.62159 -15.92956 0.7093 -0.4764 -0.1950
C 0.26906 20.03253 -15.43280 2.7964 -0.1369 1.0407
O 1.52618 20.78246 -15.09236 -0.8553 0.2213 -1.9355
C 2.44367 20.16204 -14.22412 -0.9345 0.3241 0.7181
H 0.67222 15.76935 -14.54404 0.4151 -0.0891 0.5359
H 1.87310 15.91228 -15.71597 -0.0396 0.5122 -0.9868
H -0.01706 16.11302 -15.92685 0.4794 0.1840 -1.3895
H -0.32457 18.19552 -16.44289 -0.3142 0.3652 -0.3235
H 1.40001 18.60913 -16.59584 -0.1794 0.7065 -0.8837
H -0.25467 20.07390 -14.47776 -0.8361 -0.2328 -0.4012
H -0.16328 20.53403 -16.29864 -0.1711 0.4665 0.5360
H 2.71897 19.17902 -14.60621 0.1417 -0.0342 0.6224
H 1.97395 20.22261 -13.24240 -0.2069 -1.2977 0.4479
H 3.30228 20.78753 -13.97987 0.2603 0.2744 -1.1473
C 5.06992 12.51919 -12.99204 -2.1595 1.1969 -0.5402
O 4.68850 12.11432 -14.33936 0.4724 -0.4209 0.0815
C 3.24453 12.15782 -14.60866 0.7655 0.7296 0.8749
C 2.93984 11.97165 -16.06205 -0.2418 0.7338 -0.2915
O 3.28259 10.66964 -16.40921 1.2785 -0.9404 -0.6162
C 2.69448 10.16700 -17.56086 -0.9258 -1.3826 -1.0745
H 4.86795 13.58717 -12.91012 -0.7187 0.3314 0.0380
H 6.09554 12.58589 -12.62903 0.4271 -1.4530 -1.0339
H 4.40207 12.01065 -12.29671 0.3617 -0.1302 0.3058
H 2.89521 13.14201 -14.29650 -0.2220 0.1165 0.0286
H 2.67613 11.40647 -14.06050 0.3370 -0.2029 0.3883
H 3.41552 12.76506 -16.63851 0.8177 -0.1457 -0.3996
H 1.89533 12.14687 -16.31976 -0.4614 -0.0502 0.6888
H 1.62262 10.01302 -17.43648 -0.3442 0.6920 -0.0814
H 2.98274 9.15548 -17.84695 0.7778 -0.5090 1.1691
H 2.90300 10.58378 -18.54622 -0.0425 1.4746 0.2615
C 0.44652 12.31360 -24.21115 0.5085 1.8728 -1.6020
O -0.60478 12.18109 -23.35129 -1.9149 -1.5610 1.5031
C -1.14170 13.33468 -22.70186 -0.5501 -1.4101 0.6673
C -2.54825 13.04531 -21.94410 1.1498 1.0032 -1.9762
O -3.71302 12.81338 -22.75284 1.0473 -0.3455 0.7180
C -3.99830 13.82463 -23.70038 -0.7783 -0.8558 -0.0064
H 1.35568 12.72001 -23.76802 0.0344 -0.0305 0.1621
H 0.09249 13.00524 -24.97560 0.4412 0.6125 -0.4458
H 0.72162 11.45442 -24.82291 -0.4290 -0.6923 0.7640
H -1.15767 14.18717 -23.38091 -0.2438 0.1538 -0.0276
H -0.47463 13.52479 -21.86104 0.1611 0.5924 0.1477
H -2.70346 13.96993 -21.38814 -0.0390 0.2901 0.2490
H -2.38760 12.25119 -21.21495 -0.3300 -0.2853 -0.3972
H -3.29826 13.79838 -24.53546 0.3222 0.5415 0.1850
H -4.19188 14.79237 -23.23766 0.6362 0.2405 0.0014
H -4.96102 13.54327 -24.12711 -0.0684 -0.1410 -0.0360
C -3.58443 14.33374 -18.25720 2.0663 0.1116 -0.1919
O -3.95545 13.85616 -16.98259 -1.1910 0.4096 0.3389
C -4.50401 14.85880 -16.10470 -0.0037 0.2972 0.0568
C -3.59598 16.06909 -15.67406 0.0028 -0.2950 -0.6953
O -4.39270 17.05614 -15.01293 -0.5602 -0.8799 0.3537
C -3.71989 18.28527 -14.87209 1.0577 -0.6006 -0.0562
H -2.63331 14.81463 -18.02870 0.0482 0.7446 -0.8697
H -4.23215 14.93298 -18.89708 -0.7170 0.5050 0.8948
H -3.30336 13.55319 -18.96418 -0.1654 -0.8057 0.6241
H -4.79097 14.29673 -15.21598 0.2181 0.0957 0.1408
H -5.44298 15.25391 -16.49245 -0.0053 0.1520 -0.3846
H -3.07075 16.58602 -16.47717 -0.3465 -0.1551 -0.8247
H -2.74663 15.65626 -15.12972 -0.1444 0.1429 0.9860
H -2.82993 18.10665 -14.26864 0.4253 0.1509 -0.0128
H -4.25029 19.08053 -14.34833 -0.6990 -0.4513 -0.2603
H -3.41743 18.59529 -15.87234 0.1327 0.5099 -0.0522
C 6.77930 12.12613 -17.21275 0.7004 -0.1907 0.1222
O 6.67385 11.86278 -18.66119 -1.0433 -0.8846 1.8230
C 6.35442 10.48642 -18.91436 -1.2008 -1.3010 0.8976
C 5.62292 10.24997 -20.23276 1.1240 2.0878 1.3654
O 6.58955 10.83728 -21.20415 -2.5407 -2.8812 1.2891
C 6.46388 10.05536 -22.38945 -0.6635 1.6590 -1.7013
H 7.69530 11.65960 -16.85028 0.1301 -0.1429 -0.0806
H 5.98539 11.75203 -16.56632 -0.5367 -0.4101 -0.7437
H 6.84749 13.17476 -16.92324 -0.0234 0.2295 -1.0232
H 5.78153 10.06104 -18.09038 -0.6036 0.4844 0.1585
H 7.19228 9.78960 -18.89134 0.7551 0.5962 -0.2464
H 4.65396 10.74738 -20.27544 0.1606 0.6873 -0.2041
H 5.29572 9.21167 -20.28702 1.0907 -0.3733 -0.6525
H 7.03252 9.12579 -22.41496 0.5648 0.4542 0.0192
H 6.57863 10.83468 -23.14283 1.2292 -0.6740 -0.6620
H 5.43971 9.78961 -22.65130 -0.4440 -0.1301 0.8604
C 5.57869 14.60029 -25.58174 -0.1375 0.0067 -0.5647
O 6.73662 15.34151 -25.95647 -0.7237 1.1044 -0.9865
C 6.47785 16.49025 -26.84803 0.9135 -0.0451 2.1706
C 7.68363 17.47896 -26.68192 -0.7323 -1.3249 -1.1531
O 8.92993 16.74931 -26.55970 -2.3114 0.7566 -0.0583
C 9.98654 17.63029 -26.84423 -0.4496 -0.9382 0.3597
H 5.68978 14.05931 -24.64200 0.7123 0.1650 -0.0668
H 5.34119 13.87049 -26.35575 -0.0652 -0.1766 -0.1283
H 4.68489 15.20962 -25.44780 -0.0540 0.4816 -0.0958
H 5.59793 17.00080 -26.45665 -0.2067 0.1463 0.0567
H 6.25929 16.33534 -27.90460 0.3420 -1.0155 -0.0435
H 7.39291 18.28077 -26.00318 0.8173 -0.5015 1.4997
H 7.68420 18.11564 -27.56664 0.3642 -0.3154 -0.8482
H 9.79529 18.05170 -27.83111 0.3857 0.5954 0.0237
H 10.86877 16.99101 -26.87706 0.2406 0.4363 0.1612
H 9.95397 18.32255 -26.00290 0.8620 0.7021 -0.3862
C -2.77465 17.25397 -23.55530 0.2249 0.3257 1.3405
O -1.51412 16.75406 -23.90845 1.7732 -0.5208 -0.4836
C -0.36126 17.06361 -23.00805 -1.4817 0.7992 -1.2884
C -0.19968 18.61236 -22.89550 -0.6276 -0.7671 0.1756
O -1.00619 19.13657 -21.83428 1.4350 0.1631 -1.2754
C -0.52266 18.83058 -20.54286 -2.3678 -0.0064 0.0720
H -3.62773 16.96465 -24.16903 0.6534 -0.6032 -0.6354
H -2.79392 18.34377 -23.56167 0.0497 0.1399 0.3868
H -2.95765 16.83502 -22.56582 -0.5756 0.5237 0.4477
H 0.51317 16.57369 -23.43639 -0.1604 0.2111 -0.5454
H -0.46826 16.54458 -22.05555 -0.4308 0.3287 0.3014
H -0.54795 19.11231 -23.79931 -0.3732 -0.3912 -0.1498
H 0.84452 18.92467 -22.88111 0.3138 -0.1294 0.7773
H -1.36227 19.26094 -19.99702 0.5015 0.2815 0.9143
H 0.42940 19.27759 -20.25676 0.1323 -0.2250 -0.2079
H -0.67478 17.76565 -20.36715 0.9811 -0.1498 0.2344